Record 1
{"formula": "C3H8N4S", "method": "the ωB97M-V functional and the def2-TZVPD basis", "species": ["H", "N", "C", "N", "N", "C", "N", "H", "S", "C", "H", "H", "H", "H", "H", "H"], "positions_angstrom": [[0.15714, -1.08512, 3.20240], [0.65378, -0.24202, 3.07880], [0.73063, 0.07370, 1.86283], [0.34434, -0.68982, 0.74181], [-0.32893, -1.90987, 1.06003], [-0.12305, -0.06487, -0.42909], [-1.18584, -0.36113, -1.06111], [-1.74891, -1.04508, -0.53253], [1.01311, 1.12851, -1.07671], [-0.02763, 1.87263, -2.34916], [1.18118, 1.02488, 1.53359], [0.34062, -2.42533, 1.64733], [-0.35281, -2.43074, 0.15688], [0.58862, 2.71523, -2.77702], [-0.96289, 2.27557, -1.92252], [-0.27937, 1.16345, -3.13553]], "atomic_forces_ev_per_a": [[-0.7, -1.3, 0.3], [0.5, 1.1, -0.2], [0.4, 0.6, -1.0], [-0.1, 0.1, 0.4], [0.2, -0.7, -0.6], [-0.2, 0.1, -0.3], [0.1, -0.4, 0.5], [0.2, 0.4, -0.3], [-0.2, 0.0, 0.0], [0.2, 1.0, -0.3], [-0.2, -0.4, 0.3], [-0.3, 0.1, -0.3], [0.0, 0.4, 0.9], [-0.7, -0.9, 0.4], [0.5, -0.2, -0.1], [0.1, 0.0, 0.1]], "homo_ha": -0.3362, "smiles": "[H]/N=C\\N(N)/C(=N\\[H])SC", "gap_ev": 9.88, "lumo_energy_ev": 0.73}

---

Record 2
{"formula": "C3H8N5", "method": "the ωB97M-V functional and the def2-TZVPD basis", "species": ["H", "N", "C", "C", "C", "N", "N", "N", "N", "H", "H", "H", "H", "H", "H", "H"], "positions_angstrom": [[1.04984, -2.08308, 1.93608], [1.70557, -1.49718, 1.39333], [1.14146, -0.58177, 0.73630], [1.66963, 0.14785, -0.30900], [0.96874, 0.90067, -1.26050], [-0.33689, 1.26373, -1.00684], [-0.82154, 1.16359, 0.29009], [-0.28173, -0.53666, 1.01209], [-0.84814, -1.58805, 0.49220], [2.68616, -0.07330, -0.58418], [1.23106, 1.10676, -2.25762], [-0.98833, 1.34990, -1.81232], [-0.11740, 1.54284, 0.77275], [-1.76126, 1.46132, 0.46331], [-1.75436, -1.79912, 0.94918], [-1.03175, -1.74173, -0.56572]], "atomic_forces_ev_per_a": [[0.6, 0.7, 0.1], [0.4, -0.3, -0.1], [-1.1, -1.3, 1.8], [0.8, 2.9, -4.2], [-0.9, -2.3, 3.6], [-1.4, 0.5, -2.1], [-0.4, -3.4, -3.1], [-0.6, -0.2, 0.2], [-3.7, -0.4, -1.7], [0.3, 0.0, 0.2], [0.9, 0.4, -0.8], [0.5, 0.0, 1.3], [2.7, 2.5, 3.4], [-0.5, 0.3, 0.0], [0.8, 0.1, -0.1], [1.5, 0.4, 1.8]], "charge": 1, "homo_ha": [-0.4662, -0.4662], "smiles": "[H]/N=C(/C=C\\NN)N=[NH2+]", "gap_ev": [7.79, 7.80], "lumo_energy_ev": [-4.89, -4.89]}

---

Record 3
{"formula": "C3H8NO", "method": "the ωB97M-V functional and the def2-TZVPD basis", "species": ["C", "N", "C", "C", "O", "H", "H", "H", "H", "H", "H", "H", "H"], "positions_angstrom": [[-0.32303, 0.09635, 0.58011], [-1.86651, 0.30331, 1.09008], [-0.04585, 1.38319, -0.23739], [0.85890, 0.40275, -0.81023], [2.09466, 0.48118, -0.73253], [-1.39502, -0.44481, 0.24304], [1.04146, -2.93724, -0.98331], [0.35209, -0.19762, 1.36619], [-1.85027, -0.19418, 1.99117], [0.29435, 2.20675, 0.38581], [-0.95878, 1.59005, -0.78436], [1.29402, -2.49772, -0.43804], [0.50399, -0.19200, -1.67054]], "atomic_forces_ev_per_a": [[-0.4, 1.8, 0.5], [0.2, -0.7, -0.2], [-0.2, -1.3, 1.7], [0.7, 1.2, -3.5], [0.9, -0.7, 1.2], [-1.0, -0.5, 0.7], [0.0, 0.0, 0.1], [0.2, 0.4, 0.3], [-0.1, -0.3, -0.5], [0.4, 0.2, -0.4], [0.0, -0.1, -0.1], [0.0, 0.0, -0.1], [-0.6, 0.0, 0.2]], "charge": -1, "homo_ha": -0.0717, "gap_ev": 6.68, "lumo_energy_ev": 4.73}

---

Record 4
{"formula": "C3H8NO", "method": "the ωB97M-V functional and the def2-TZVPD basis", "species": ["C", "N", "C", "C", "O", "H", "H", "H", "H", "H", "H", "H", "H"], "positions_angstrom": [[0.06832, -0.16535, -0.76635], [1.54272, 0.45896, -0.73229], [-0.64711, -0.38277, 0.56727], [-1.57426, -0.01403, -0.63292], [-2.36209, -0.90001, -1.11526], [0.42821, 1.00313, -0.68389], [1.71463, 0.03141, 2.77758], [0.25987, -1.03184, -1.38546], [1.60607, 0.95435, -1.62866], [-0.68789, 0.44996, 1.26077], [-0.71110, -1.39755, 0.92957], [2.17852, -0.05495, 2.21147], [-1.81590, 1.04867, -0.80182]], "atomic_forces_ev_per_a": [[0.8, -3.3, 0.3], [-1.8, 2.4, 0.4], [-0.6, 0.7, -2.1], [-0.6, -0.5, 0.7], [0.3, 0.2, -0.6], [2.0, 1.2, 0.1], [-0.1, 0.0, 0.2], [-0.9, -0.4, 0.3], [0.5, -0.4, -0.3], [0.7, -0.1, 0.2], [-0.2, 0.0, 0.3], [0.1, 0.0, -0.2], [-0.2, 0.2, 0.7]], "charge": -1, "homo_ha": -0.0881, "gap_ev": 7.11, "lumo_energy_ev": 4.71}

---

Record 5
{"formula": "C3H8NO", "method": "the ωB97M-V functional and the def2-TZVPD basis", "species": ["C", "C", "N", "C", "O", "H", "H", "H", "H", "H", "H", "H", "H"], "positions_angstrom": [[-1.91811, 0.64390, -0.82586], [-0.54236, 0.05527, -0.83854], [-0.27944, -0.77189, 0.42338], [1.28963, -0.64184, 0.67978], [1.66707, 0.62938, 0.66096], [-2.71168, -0.09916, -0.64357], [-1.92466, 1.41269, -0.06825], [-2.23557, 1.15600, -1.78039], [-0.22764, -0.58752, -1.71847], [0.18120, 1.02880, -0.91520], [-0.68350, -0.57695, 1.30552], [1.46772, -1.15368, 1.67056], [1.77871, -1.15595, -0.19389]], "atomic_forces_ev_per_a": [[-1.2, -0.1, -1.4], [2.1, 1.0, 1.1], [2.4, -0.6, -2.9], [-0.7, 1.4, -0.6], [0.4, 0.0, 0.6], [0.2, 0.1, 0.2], [-0.3, 0.1, 0.4], [0.6, -0.4, 0.6], [-0.8, 0.5, 0.9], [-1.2, -2.4, 0.6], [-0.9, 1.3, 0.4], [-0.2, -0.3, -0.6], [-0.4, -0.7, 0.5]], "charge": -1, "homo_ha": -0.0831, "smiles": "CCNC[O-]", "gap_ev": 6.61, "lumo_energy_ev": 4.35}

---

Record 6
{"formula": "C3H8NO", "method": "the ωB97M-V functional and the def2-TZVPD basis", "species": ["O", "C", "C", "N", "C", "H", "H", "H", "H", "H", "H", "H", "H"], "positions_angstrom": [[0.28530, 0.11086, -1.92076], [0.69838, 1.03799, -1.11331], [0.68724, 0.79679, 0.37663], [0.17785, -0.58828, 0.65089], [-1.19909, -0.90244, 0.07270], [1.10605, 1.99262, -1.41225], [1.67674, 0.86749, 0.84125], [-0.00283, 1.45704, 0.93427], [0.86437, -1.22446, 0.24668], [0.08432, -0.73741, 1.64943], [-1.02982, -1.29787, -0.91974], [-1.62380, 0.06631, -0.14607], [-1.72472, -1.57865, 0.74030]], "atomic_forces_ev_per_a": [[0.2, -0.1, 0.0], [-0.1, -0.5, 0.3], [-0.5, 0.4, -0.2], [-0.6, -0.4, -0.3], [1.0, 0.4, -0.6], [0.1, 0.3, -0.2], [0.0, -0.1, 0.2], [0.1, 0.0, 0.1], [-0.1, -0.1, 0.0], [0.5, 0.0, 0.1], [0.0, -0.3, 0.0], [-0.6, 0.1, 0.4], [-0.1, 0.3, 0.1]], "multiplicity": 2, "homo_ha": [-0.1549, -0.2809], "s_squared": 0.7540, "gap_ev": [4.46, 7.84], "lumo_energy_ev": [0.24, 0.20]}

---

Record 7
{"formula": "C3H8NO", "method": "the ωB97M-V functional and the def2-TZVPD basis", "species": ["C", "C", "C", "N", "O", "H", "H", "H", "H", "H", "H", "H", "H"], "positions_angstrom": [[-1.21344, -1.20454, -0.43224], [-0.40481, -0.12331, 0.00751], [2.52890, -0.28757, 0.20136], [-0.93064, 1.37448, -0.04922], [-1.10237, -0.78806, 0.96101], [-2.19477, -1.22854, -0.90526], [-0.67804, -2.11623, -0.71286], [2.28634, 0.77343, 0.02187], [2.14026, -0.92618, -0.59314], [2.72404, -0.57118, 1.27490], [-0.23965, 1.87841, 0.67705], [-1.85428, 1.35447, 0.41549], [-1.06154, 1.86481, -0.86647]], "atomic_forces_ev_per_a": [[-0.2, -2.0, -1.2], [-0.2, 1.8, 0.3], [-2.0, 0.9, 0.9], [1.8, -1.3, 5.7], [0.4, 0.1, -0.3], [0.0, 0.8, 0.3], [0.0, 0.2, 0.4], [0.8, -0.5, 0.1], [0.7, -0.3, 0.4], [-0.1, 0.0, -1.6], [-2.0, -0.9, -2.3], [0.3, 0.0, 0.0], [0.4, 1.2, -2.8]], "charge": 1, "homo_ha": [-0.4801, -0.5354], "gap_ev": [7.10, 10.46], "lumo_energy_ev": [-5.96, -4.10]}

---

Record 8
{"formula": "C3H8NO", "method": "the ωB97M-V functional and the def2-TZVPD basis", "species": ["C", "C", "N", "O", "C", "H", "H", "H", "H", "H", "H", "H", "H"], "positions_angstrom": [[0.30685, 0.93912, 0.02330], [0.78990, -0.45735, -0.35814], [-0.16529, -1.32383, 0.17868], [-1.58786, -0.59665, -0.02204], [-1.24608, 0.76733, 0.01977], [0.56627, 1.81526, -0.67810], [0.65012, 1.26465, 0.91118], [1.75892, -0.63119, 0.01473], [0.86129, -0.71956, -1.41122], [-0.31565, -2.17212, -0.36359], [-0.22396, -1.43690, 1.22387], [-1.61782, 1.21335, 0.96774], [-1.81118, 1.16087, -0.89432]], "atomic_forces_ev_per_a": [[-1.9, 0.7, -4.8], [0.9, 1.7, -1.6], [-4.5, -0.3, 1.8], [2.9, -2.1, 0.4], [-0.8, 1.8, -0.3], [-0.1, -1.8, 0.6], [1.1, 0.6, 3.3], [1.2, -0.4, 0.9], [-0.2, 0.6, -0.2], [0.0, -0.4, 0.4], [0.5, -0.3, -1.2], [-0.1, -0.2, -0.7], [1.1, 0.0, 1.3]], "charge": 1, "homo_ha": -0.5826, "smiles": "C1C[NH2+]OC1", "gap_ev": 11.24, "lumo_energy_ev": -4.61}

---

Record 9
{"formula": "C3H8NO", "method": "the ωB97M-V functional and the def2-TZVPD basis", "species": ["C", "N", "H", "H", "H", "H", "C", "C", "O", "H", "H", "H", "H"], "positions_angstrom": [[1.27225, -0.89786, -2.14045], [1.37827, -0.50776, -0.90723], [0.62440, -1.72490, -2.45186], [1.83753, -0.44682, -2.96023], [0.93809, 0.29389, -0.38817], [1.36801, -1.31738, -0.27698], [-1.72388, 0.23041, 1.67173], [-0.47390, 0.44747, 1.28962], [-0.16707, 1.49599, 0.41023], [-2.36823, 1.08811, 1.85349], [-2.14403, -0.71508, 1.97668], [0.47247, 0.13254, 1.71948], [-1.01389, 1.92138, 0.20367]], "atomic_forces_ev_per_a": [[0.2, 0.6, -0.7], [-0.5, -1.8, 0.5], [1.1, -0.9, 0.6], [-0.9, 1.1, 0.1], [1.2, 1.2, -0.8], [-1.3, 0.1, 0.0], [-0.3, -0.1, 0.7], [0.2, 1.1, -0.1], [0.0, 0.0, 0.9], [-0.4, 0.0, -1.3], [0.6, -0.1, 0.8], [-0.2, -1.2, -0.4], [0.2, 0.1, -0.4]], "charge": 1, "homo_ha": -0.4783, "gap_ev": 6.17, "lumo_energy_ev": -6.85}

---

Record 10
{"formula": "C3H8NO", "method": "the ωB97M-V functional and the def2-TZVPD basis", "species": ["C", "C", "C", "N", "O", "H", "H", "H", "H", "H", "H", "H", "H"], "positions_angstrom": [[-1.01124, 0.47443, 0.19756], [-1.48553, 1.79871, 0.25236], [1.88237, -1.34343, -0.30523], [0.48573, -1.13778, -0.38843], [0.08883, 0.07842, -0.18049], [-1.87920, -0.32441, 0.20590], [-1.75324, 2.07188, 1.31133], [-0.66792, 2.59010, 0.16031], [-2.29255, 1.90504, -0.37953], [2.35479, -0.81675, -1.24044], [2.33302, -0.75964, 0.64241], [2.06295, -2.49738, -0.29191], [-0.16627, -1.88016, -0.11894]], "atomic_forces_ev_per_a": [[-4.0, -3.7, -0.8], [3.6, 3.5, 3.1], [3.0, 1.0, 0.2], [-1.2, -3.6, -0.8], [1.5, 3.2, 0.7], [1.9, 1.1, 0.5], [-0.5, -0.7, -0.8], [-1.0, -1.1, -0.8], [-1.9, 0.5, -1.3], [-0.5, -1.4, 1.7], [-0.8, -1.8, -1.9], [-0.2, 2.4, 0.0], [0.2, 0.6, 0.2]], "charge": 1, "homo_ha": -0.5316, "gap_ev": 9.17, "lumo_energy_ev": -5.29}

---

Record 11
{"formula": "C3H8NO", "method": "the ωB97M-V functional and the def2-TZVPD basis", "species": ["N", "C", "C", "C", "O", "H", "H", "H", "H", "H", "H", "H", "H"], "positions_angstrom": [[1.33601, 0.46636, 0.89111], [-0.17235, 0.05654, 1.40221], [-1.05451, -0.42826, 0.17849], [-0.26138, -0.54258, -1.05591], [-0.08103, 0.38073, -1.81937], [1.97653, -0.13103, 1.45673], [1.48328, 0.33243, -0.17000], [0.98132, 1.48770, 0.59487], [-0.60224, 0.87535, 1.93187], [-0.09340, -0.87871, 1.96652], [-1.45738, -1.35291, 0.56093], [-1.96775, 0.09357, -0.14249], [0.04362, -1.54610, -1.42680]], "atomic_forces_ev_per_a": [[-4.4, 1.1, -3.0], [0.4, -1.8, -2.4], [-0.5, 0.4, 1.2], [-0.4, -1.2, -2.6], [0.4, 0.3, 1.0], [0.3, 2.2, -0.2], [-0.1, -1.3, 1.8], [2.7, -1.3, 2.5], [0.2, 0.5, 0.5], [0.5, 0.8, 0.4], [0.1, -0.7, -0.5], [0.5, 0.8, 0.7], [0.2, 0.1, 0.5]], "charge": 1, "homo_ha": -0.5422, "smiles": "[NH3+]CCC=O", "gap_ev": 10.35, "lumo_energy_ev": -4.40}

---

Record 12
{"formula": "C3H8NO2", "method": "the ωB97M-V functional and the def2-TZVPD basis", "species": ["O", "C", "C", "H", "H", "H", "H", "N", "C", "O", "H", "H", "H", "H"], "positions_angstrom": [[-1.24193, 0.97034, -1.41000], [-0.80327, 1.47884, -0.37246], [0.69515, 1.60352, -0.12654], [-1.53126, 1.96909, 0.34628], [0.79765, 1.02214, 0.85401], [0.89908, 2.67367, -0.06427], [1.22463, 1.17512, -0.98451], [0.29703, -1.70387, -0.63615], [0.03363, -1.42542, 0.81918], [-0.75883, -0.35220, 1.16342], [0.22173, -2.66813, -0.91466], [-0.44767, -1.15675, -1.10739], [-0.39785, -2.35350, 1.22154], [1.01190, -1.23284, 1.21157]], "atomic_forces_ev_per_a": [[0.2, 1.1, 1.1], [-0.5, -1.2, -1.3], [-1.0, -0.4, 0.9], [0.8, -0.4, -0.4], [0.4, 1.0, -1.3], [0.4, 0.1, 0.3], [-0.1, -0.1, 0.4], [-0.9, 1.8, -0.7], [-1.0, 0.6, 0.5], [0.0, -0.8, -1.0], [-0.3, -0.3, 0.3], [0.7, -0.6, 0.0], [0.2, -0.4, 0.4], [1.2, -0.4, 0.7]], "charge": -1, "homo_ha": -0.0999, "gap_ev": 7.19, "lumo_energy_ev": 4.47}

---

The records above give, respectively, energy above the lowest of the compared OMol25 structures with the same formula, charge and spin values of 1.365 5.182 5.037 5.264 1.042 1.486 6.064 2.566 3.846 4.066 2.511 2.973 eV.